1.
DFT (ωB97M-V with the def2-TZVPD basis set) results for 19 unconnected molecules or ions with the total composition H37O19 in a non-equilibrium geometry.

The LUMO energy is 0.08664 Ha. The net charge is -1. The value obtained for the frontier orbital gap is 0.3536 Ha. The largest force on an atom is 3.76 eV/A. The value obtained for the total energy is -1451.78853 hartree. For the molar mass, the calculation gives 341.28 g mol⁻¹.

Structure (XYZ):
```
56
Properties=species:S:1:pos:R:3:forces:R:3
O -1.197664 2.111911 3.019341 1.5361 1.7729 2.9333
H 1.541140 -2.857839 -3.485890 0.2431 -0.8084 -0.2166
H -0.162915 -0.942503 0.563939 0.3090 0.2754 0.1476
O 1.743988 3.025346 2.664627 -0.0358 0.2054 0.8707
H 0.913867 3.223017 -2.832384 -0.1843 0.4658 -0.2281
H 2.509692 3.575894 2.493750 -0.0965 0.1437 -0.3229
O -0.470639 -0.771737 1.460758 -0.5848 0.8737 0.2253
H -1.457186 -3.658816 3.132696 0.1062 -0.4549 0.0900
H 3.084004 -1.827513 -1.611092 0.0642 0.3997 0.1876
O -3.152619 3.701016 0.051151 -0.6427 0.1387 -1.1093
H -2.328260 3.172025 -0.058594 -0.2813 0.5425 0.7797
H -3.298125 4.000371 0.944590 0.5384 -0.2545 0.3060
O -3.848723 0.195223 2.950806 -0.1861 0.5478 -0.4590
H 0.456498 -2.718122 0.844729 -0.7780 -0.0481 0.0761
H -3.780016 0.515144 2.006156 -0.2478 -0.4459 1.0261
O -2.777076 0.769041 0.732062 0.0466 -0.9400 -1.0009
H -0.690348 -1.275136 -3.872640 -0.2460 0.1178 -0.2853
H -2.234051 0.106669 1.186132 0.6444 -0.2919 0.4031
O 3.635908 -1.402711 -0.942525 0.0763 0.2876 -0.1406
H -1.048031 1.635168 0.364223 -0.0585 -0.5464 -0.2933
H 3.674469 -0.478701 -1.275659 -0.0644 -0.8140 0.1406
O -0.796644 2.516127 0.098608 0.2362 0.8928 0.1715
H 1.984159 1.061351 -3.124470 -0.3961 0.4833 0.2904
O -2.451495 -3.727054 -1.136732 -0.5747 0.2134 -0.3159
H 0.374162 -1.727447 -2.925976 -0.0168 0.1417 0.5370
H -2.096082 -4.525068 -0.746205 0.3520 0.0488 0.1201
O -1.242146 -2.842746 2.680621 -0.4737 -0.3499 0.4548
H 1.283481 2.518177 -1.406812 0.1674 -0.4363 -0.5548
H -2.016399 -2.302612 2.894374 0.3073 0.3472 -0.2770
O 1.951565 2.342038 -0.200742 -0.2021 0.0861 -0.6101
H 2.781033 2.398555 -0.685408 0.3812 0.0189 0.4823
H 1.473025 1.046734 0.895094 0.6248 -0.6167 0.4072
O 0.855779 2.370042 -2.411663 -0.9089 0.7765 0.5508
H -2.943668 0.266923 -0.085714 -0.2931 0.7057 -0.1485
H -2.863695 1.713170 -3.174639 0.8713 0.3965 -0.0233
O 0.062853 -1.866505 -3.820986 -0.2165 0.2253 -0.0467
H -1.510873 0.961720 -2.597463 -0.0149 1.1529 -0.4560
H -0.165610 2.520192 -0.631527 -0.1446 -0.3743 0.0793
O 2.531023 0.631843 -2.470715 1.4011 -1.7403 0.2684
H 0.112512 -0.089962 1.893124 -0.1395 -0.8630 -0.6691
H -1.697026 -3.182233 -1.380032 0.2197 -0.2590 0.2343
O 2.749340 -2.940475 2.129620 0.3880 -1.0383 -0.2361
H 2.949440 -2.575846 1.266960 0.2077 0.4814 -0.2237
H 2.213693 -2.296288 2.567732 -0.5430 0.8149 0.3316
O -2.467396 0.994932 -2.684062 -0.6740 -1.5069 0.6040
H -3.824926 1.022022 3.447826 -0.0381 -0.1966 0.1842
H -1.797336 1.599655 2.563267 -1.3976 -1.4662 -2.0402
O 0.366290 -3.088545 -0.050571 0.6512 0.2080 0.4133
H 2.161623 0.841648 -1.597550 -0.2327 0.3184 -0.3913
H 1.236486 -3.499250 -0.101510 -0.0395 -0.2808 -0.5445
O 1.938351 -3.663549 -3.105866 0.0786 0.5377 0.0910
H 2.645635 -3.326565 -2.548220 0.1777 -0.3370 -0.1135
H 1.431070 2.715015 1.809550 0.3371 0.4304 -0.6177
O 1.685482 0.532847 1.735123 -0.6016 -0.1310 -1.3810
H -0.427627 2.421162 2.542975 -0.2806 -0.1774 -0.5310
H 2.400006 1.082243 2.025812 0.6286 0.3268 0.8301
```
Forces are in eV/Å.

***

2.
DFT (ωB97M-V with the def2-TZVPD basis set) results for 2 unconnected molecules or ions with the total composition C15H18Cl2FNO6 in a non-equilibrium geometry.

The LUMO energy is 0.00157 Ha. The net charge is 0. The value obtained for the frontier orbital gap is 0.3499 Ha. Its structure (SMILES) is CCOC(=O)C(F)(C(=O)OCC)C(=O)OCC.Clc1cccc(Cl)n1. The largest force on an atom is 2.05 eV/A. The value obtained for the total energy is -2108.77640 hartree. For the molar mass, the calculation gives 398.21 g mol⁻¹.

Structure (XYZ):
```
43
Properties=species:S:1:pos:R:3:forces:R:3
C -4.558432 -1.948672 -1.542478 0.6825 -0.2290 0.3164
C -3.530691 -1.643414 -2.610732 1.1422 1.1175 0.2810
O -2.501712 -0.655012 -1.949672 -0.9176 -1.4257 -0.1989
C -1.270724 -0.394377 -2.378014 1.6184 0.7441 -0.8861
C -0.165006 -0.480677 -1.259640 -0.0866 -0.3108 1.3699
C 1.390391 -0.658958 -1.615766 0.2048 -1.0898 -0.0730
O 1.736752 -1.614063 -2.270552 -0.3796 1.2365 0.2307
O 2.229916 0.094373 -0.880261 -0.6517 0.2272 -0.2261
C 3.650011 -0.233072 -0.901197 -0.0390 -0.0722 -0.3180
C 4.360230 0.417607 0.269534 0.0105 -0.0664 0.2873
C -0.479887 0.486953 -0.079440 -0.2519 0.9791 0.4415
O -1.239285 1.414088 -0.232849 0.4563 -0.4665 0.1571
O 0.129709 0.162751 1.075974 -0.0769 -0.6637 -0.1396
C -0.260714 0.756859 2.364644 -0.1699 0.3403 -0.8534
C 0.889230 0.718180 3.336913 0.2646 -0.1184 0.0404
O -0.880313 -0.107982 -3.479944 -0.9252 -0.3439 0.0059
H -5.544376 -2.227672 -1.916852 0.2068 0.0727 -0.3607
H -4.142449 -2.808177 -1.025659 -0.3403 0.0332 0.6548
H -4.686913 -1.101858 -0.862613 0.1192 -0.1639 -0.1048
H -2.975787 -2.535922 -2.927694 -0.0008 0.4335 0.1403
H -3.984774 -1.174339 -3.466527 0.2532 0.5010 -0.3271
H 3.769330 -1.317561 -0.845170 -0.1593 0.1002 -0.1915
H 4.071197 0.120373 -1.849597 -0.2314 -0.1142 0.1044
H 5.436394 0.439346 0.053785 -0.2349 0.0031 0.0093
H 4.032843 1.445014 0.457752 -0.0111 -0.1770 -0.1435
H 4.233541 -0.172060 1.186852 -0.1126 0.2306 -0.1778
H -0.562826 1.776236 2.144452 -0.1608 0.1036 0.1083
H -1.105540 0.202022 2.789088 0.0547 0.0238 -0.4303
H 0.601742 1.264968 4.239789 -0.1016 -0.1366 -0.0564
H 1.130528 -0.309030 3.618844 0.0353 0.0844 -0.0347
H 1.788814 1.206395 2.961523 -0.0571 -0.0584 -0.1958
Cl 2.452392 -3.529282 3.137661 0.4254 -0.0127 0.3904
C 1.555471 -4.997057 3.059330 -0.8858 -0.5192 0.6898
N 0.240831 -4.840015 3.122034 0.2462 0.5399 -1.9628
F -0.398912 -1.741941 -0.750300 -0.1334 -0.8483 0.5862
C -0.448955 -5.769429 2.468729 0.5680 0.0044 1.0733
Cl -1.981407 -5.232938 1.885952 -0.3007 -0.4064 0.1421
C 0.026765 -7.062948 2.274869 -0.1319 0.0118 -0.1204
C 1.344944 -7.347793 2.658470 -0.3824 1.0280 0.0645
C 2.156999 -6.242835 2.939314 -0.0653 0.1218 -0.0957
H -0.651213 -7.758558 1.804566 0.1721 -0.3486 0.1517
H 1.725533 -8.358634 2.740706 0.0087 0.0858 -0.4184
H 3.223214 -6.260025 3.041700 0.3390 -0.4504 0.0697
```
Forces are in eV/Å.

***

3.
DFT (ωB97M-V with the def2-TZVPD basis set) results for 2 unconnected molecules or ions with the total composition C3H10NOPS2 in a non-equilibrium geometry.

The LUMO energy is 0.02695 Ha. The net charge is 0. The value obtained for the frontier orbital gap is 0.3271 Ha. Its structure (SMILES) is NP(S)S.CCC=O. The largest force on an atom is 4.37 eV/A. The value obtained for the total energy is -1388.00721 hartree. For the molar mass, the calculation gives 171.23 g mol⁻¹.

Structure (XYZ):
```
18
Properties=species:S:1:pos:R:3:forces:R:3
C -0.044889 -3.223526 1.423987 1.5267 1.5385 1.0529
C 0.464027 -1.676866 1.443423 -1.0886 -2.7922 0.7377
C 0.662584 -1.160756 0.077470 0.9063 1.3575 -0.2890
N 0.725146 2.019608 -2.341544 -0.8171 3.4941 -2.4910
O 0.638833 0.028448 -0.169052 -0.0574 -0.9550 -0.2265
P 0.670993 2.728312 -0.813705 -0.2537 0.3241 0.1179
S -1.437349 2.413624 -0.216785 0.4166 1.1575 1.5187
S 0.687528 4.714425 -1.579365 -0.6731 -0.2872 -0.8565
H -0.430055 -3.428846 2.482958 -0.0637 -0.0777 -2.0031
H -0.642743 -3.382669 0.520530 -0.8363 0.1090 0.8088
H 0.790811 -3.895878 1.226223 0.2626 0.0402 0.3715
H 1.291258 -1.494791 2.128121 0.7196 -0.3995 -0.5062
H -0.277640 -1.142273 1.996977 -0.9303 0.7849 -0.2886
H -1.307878 3.058380 1.071235 -0.0840 -0.9603 -1.9066
H 0.944720 -1.880886 -0.730175 -0.3380 0.0663 0.3044
H 0.337237 2.517909 -3.251948 0.9765 -1.4745 2.8432
H 0.623469 1.060619 -2.347986 -0.2528 -2.3240 -0.0915
H 1.339288 5.217234 -0.573477 0.5867 0.3983 0.9039
```
Forces are in eV/Å.

***

4.
DFT (ωB97M-V with the def2-TZVPD basis set) results for a molecular structure, C15H11BrCsN3O3S in a non-equilibrium geometry.

The LUMO energy is 0.13691 Ha. The net charge is -2. The value obtained for the frontier orbital gap is 0.1950 Ha. The largest force on an atom is 2.22 eV/A. The value obtained for the total energy is -3960.61826 hartree. For the molar mass, the calculation gives 526.15 g mol⁻¹.

Structure (XYZ):
```
35
Properties=species:S:1:pos:R:3:forces:R:3
Cs 0.220583 -0.368227 0.554926 -0.1474 1.2410 -0.8503
N 1.405331 3.556245 -3.240518 0.0115 -0.2049 0.1422
C 1.488839 2.442269 -2.365602 -0.1014 0.1639 -0.1487
S 0.921212 2.747450 -0.739214 0.3387 -0.1036 -0.6431
N 1.937466 1.380209 -2.975644 -0.2253 -0.1387 1.4235
N 2.125820 0.245590 -2.121676 -0.1610 0.0917 -0.9808
C 1.816824 -0.823400 -2.745067 0.3094 -0.4016 0.3127
C 2.214218 -2.226241 -2.342489 -0.0185 0.2250 -0.2675
C 3.242606 -2.786496 -3.090505 0.0447 0.0860 -0.0626
C 3.704867 -4.087315 -2.902854 -0.2057 0.0282 0.1667
C 3.075740 -4.854975 -1.920215 0.0200 -0.0842 0.0324
C 2.039786 -4.344163 -1.162908 0.1250 0.1451 -0.2277
C 1.556123 -3.011649 -1.340756 -0.1480 0.2868 0.2946
O 0.612014 -2.536742 -0.618376 0.2402 -1.4944 -0.9164
H 1.459350 4.414099 -2.714140 0.0233 0.0458 -0.0385
H 2.098296 3.469347 -3.973048 -0.0249 0.1194 -0.0137
H 1.353339 -0.704930 -3.729862 0.0816 -0.1280 -0.0936
H 3.707942 -2.161834 -3.849868 0.0096 -0.0258 -0.0023
H 4.519975 -4.482024 -3.495935 0.0118 -0.0138 -0.0092
H 3.401325 -5.876738 -1.739153 0.0329 0.0033 -0.0258
H 1.551929 -4.935038 -0.396299 0.0132 -0.0408 -0.0055
Br -1.859192 -0.072769 9.233825 -0.0702 -0.0026 0.1713
C -0.646963 -0.055741 7.765695 0.1357 0.0044 -0.2972
C 0.716610 -0.102427 8.013395 -0.0788 0.0047 0.0460
C 1.581740 -0.089121 6.928000 0.0516 0.0004 -0.1036
C 1.089335 -0.033114 5.629927 -0.0588 0.0033 -0.0229
C -0.278903 0.009474 5.395335 0.0799 -0.0023 0.2918
C -1.153089 -0.000382 6.480341 0.0132 -0.0039 -0.0345
C -0.841639 0.052638 3.970968 -0.1197 -0.0501 -0.5186
O -2.081307 0.078202 3.877438 0.0679 0.0156 0.1132
O 0.001419 0.040481 3.034314 -0.2954 0.2266 2.1935
H 1.086159 -0.148756 9.029040 0.0168 0.0030 -0.0030
H 2.651804 -0.125093 7.096559 -0.0070 0.0015 0.0348
H 1.738703 -0.023040 4.764040 0.0426 -0.0022 0.0367
H -2.213962 0.032310 6.273527 -0.0076 0.0012 0.0060
```
Forces are in eV/Å.